Below is a cluster of 8 separate species, C6H31N2O7 in total in a non-equilibrium geometry, with properties calculated with ωB97M-V with the def2-TZVPD basis set.

```
46
Properties=species:S:1:pos:R:3:mulliken_charge:R:1
N 1.30991 -0.35704 -1.04833 0.1558
C 0.09297 -0.96646 -0.45597 0.5246
C -1.09116 -0.80106 -1.43230 -0.3226
C -0.88852 0.04642 -2.70248 -1.3894
C 0.23260 -2.49131 -0.02227 -1.4588
N -0.00265 -2.71649 1.36968 0.0212
C 1.21676 -2.72171 2.18850 -0.9006
C -1.14338 -2.03796 1.98956 -1.1687
H 1.23041 0.64923 -1.02347 0.0662
H 2.14135 -0.54294 -0.48759 0.3437
H 1.44042 -0.67989 -2.00244 0.4085
H -0.08055 -0.53562 0.52283 0.1894
H -1.84077 -0.23796 -0.87910 0.1621
H -1.51078 -1.74936 -1.74977 0.3532
H -0.72358 -0.56718 -3.58940 0.3411
H -1.80039 0.59898 -2.92752 0.4077
H -0.15080 0.85408 -2.73173 0.2730
H 1.25218 -2.80153 -0.22718 0.5770
H -0.52006 -2.97461 -0.60698 0.3385
H 1.94666 -2.03883 1.75193 0.2818
H 1.57480 -3.74565 2.31347 0.2735
H 1.00309 -2.43688 3.21941 0.3697
H -0.91154 -1.02747 2.33329 0.4188
H -1.43651 -2.67129 2.82221 0.4167
H -1.95691 -2.12300 1.26692 0.3030
H -0.01963 -4.34892 -2.80627 0.2814
H 1.34963 -3.69922 -3.05218 0.2682
O 0.48050 -3.53737 -2.67246 -0.5311
H 0.24465 3.95614 1.67335 0.3027
H -0.90374 3.12690 1.30706 0.3551
O 0.08050 3.17735 1.12163 -0.6444
H 3.73349 1.64106 -2.83933 0.2965
H 2.49315 2.26898 -2.04044 0.3565
O 3.05074 1.47888 -2.18700 -0.6451
H 2.00010 4.20597 -0.68997 0.2801
H 0.67092 3.52683 -0.97066 0.2839
O 1.62018 3.42820 -1.11195 -0.6229
H -4.46220 0.96756 0.87051 0.3259
H -4.86451 0.37624 2.20284 0.3089
O -4.49493 1.17578 1.81242 -0.6752
H 1.14598 1.88839 1.09731 0.3640
H 2.61301 1.44649 1.13137 0.3259
O 1.71824 1.09812 1.21836 -0.6128
H -2.18066 2.17336 2.63680 0.3052
H -3.23191 2.55422 1.68070 0.3515
O -2.36494 2.87484 1.99722 -0.6600
```

The molar mass is 243.32 g mol⁻¹. The net charge is +1. The largest force on an atom is 1.7 eV/A. Its highest occupied orbital energy is -0.4011 Eh. The frontier orbital gap comes out at 8.45 eV. The energy above the lowest of the compared OMol25 structures with the same formula, charge and spin comes out at 173.59 kJ/mol.

Below is a cluster of 10 separate species, C6H31NO10 in total in a non-equilibrium geometry, with properties calculated with ωB97M-V with the def2-TZVPD basis set.

```
48
Properties=species:S:1:pos:R:3:mulliken_charge:R:1
C 0.98269 1.15262 2.63688 -0.2866
C -0.35439 1.26552 1.87524 -0.8700
C -0.29828 0.97480 0.36545 0.6025
N -1.00099 -0.27069 0.02874 0.9396
C -1.12933 -0.62164 -1.34486 0.1159
C -2.30765 -1.55368 -1.54204 -1.6727
C -0.41655 -0.22556 -2.39986 -0.4350
O 0.71383 0.55773 -2.43842 -0.4931
H 1.04334 0.16210 3.08471 0.3025
H 1.35674 1.96615 3.24176 0.3144
H 1.79273 1.08229 1.89131 -0.3030
H -1.04961 0.58591 2.36548 0.2017
H -0.71975 2.28070 2.00598 0.4600
H -0.93805 1.73235 -0.08880 0.5018
H 0.73812 0.99819 0.03377 -0.5809
H -0.77307 -0.99372 0.69356 0.2004
H -2.04982 -2.61343 -1.57670 0.2300
H -2.87071 -1.27988 -2.42222 0.4831
H -2.99438 -1.49058 -0.70449 0.1912
H -0.78998 -0.34720 -3.41198 0.3840
H 0.71185 1.41227 -1.94899 0.3203
O 0.76066 3.00221 -1.78685 -0.5945
H 1.23935 3.40164 -1.05200 0.3044
H 1.09333 3.36877 -2.61986 0.2761
O -3.57549 2.44694 -0.79721 -0.6338
H -4.01359 1.66493 -0.46086 0.3148
H -3.16663 2.34952 -1.65545 0.2991
O 4.17127 1.07574 0.44056 -0.7598
H 4.36888 2.01686 0.51811 0.3207
H 3.23076 1.01940 0.63431 0.1481
O 3.77404 1.54126 -2.21289 -0.6748
H 4.21903 1.28513 -1.38075 0.4143
H 3.02987 0.92675 -2.15643 0.3691
O -2.88088 -2.59061 1.94351 -0.6187
H -3.64901 -2.82923 1.42104 0.2972
H -3.04511 -1.88135 2.57075 0.2842
O -0.18102 -3.35589 0.70529 -0.6340
H -1.09092 -3.27468 1.02768 0.2707
H 0.27651 -3.25058 1.54850 0.3751
O -3.56692 0.26410 1.82423 -0.7409
H -2.79785 -0.06307 1.33787 0.1811
H -3.37554 1.14633 2.15626 0.3537
O 2.11676 -2.44438 2.27540 -0.6719
H 2.87504 -1.99966 2.65385 0.2766
H 1.96024 -2.27855 1.33524 0.3979
O 2.08975 -1.29803 -0.28593 -0.6613
H 2.35449 -0.44652 -0.64973 0.1599
H 1.34412 -1.46733 -0.88326 0.3408
```

The molar mass is 277.31 g mol⁻¹. As for the SMILES: CCCN/C(C)=C\O.O.O.O.O.O.O.O.O.O. The largest force on an atom is 2.2 eV/A. Its highest occupied orbital energy is -0.3049 Eh. The frontier orbital gap comes out at 8.25 eV. The energy above the lowest of the compared OMol25 structures with the same formula, charge and spin comes out at 234.65 kJ/mol.

| no. | calculated total energy (Ha) |
| --- | --- |
| 1 | -883.14449 |
| 2 | -1054.30790 |